Entry 1:
47
Properties=species:S:1:pos:R:3:forces:R:3 method="wB97M-V/def2-TZVPD" s_squared=6.03 total_charge=-1 gap_ha="0.2083 / 0.2048" largest_force_ev_per_a=0.7 relative_energy_ev=0.539 multiplicity=5 homo_ev="-4.189 / -5.701" e_tot_ev=-323152.204
Rh -0.502 0.218 0.376 -0.09 0.64 0.17
O -2.593 2.861 2.663 0.01 0.00 -0.02
C -1.715 1.961 2.186 -0.06 0.00 0.16
O -1.172 2.165 1.066 0.14 -0.08 -0.21
C -1.396 0.843 2.983 -0.02 0.00 -0.04
C -1.833 0.581 4.301 0.02 0.06 -0.01
C -1.183 -0.365 5.034 0.08 -0.02 -0.04
C -0.026 -0.996 4.487 -0.03 -0.05 0.21
C 0.299 -0.771 3.183 -0.03 0.10 -0.33
N -0.453 0.025 2.393 -0.02 -0.24 -0.05
C 1.614 -1.174 2.567 -0.03 0.12 0.20
O 2.263 -2.196 3.124 -0.09 -0.09 -0.05
O 2.103 -0.520 1.679 -0.01 -0.04 0.00
H -2.754 3.481 1.939 -0.02 0.02 0.01
H -2.652 1.157 4.710 -0.01 0.00 -0.02
H -1.494 -0.588 6.045 0.01 -0.01 0.01
H 0.602 -1.612 5.113 0.04 -0.02 -0.04
H 1.614 -2.852 3.464 0.06 -0.06 -0.03
O -4.056 1.429 -4.210 0.04 -0.04 0.12
C -2.797 1.454 -4.595 -0.05 0.04 0.06
O -2.466 1.686 -5.733 -0.01 0.00 -0.03
C -1.767 1.192 -3.544 -0.02 -0.08 -0.01
C -0.398 1.186 -3.755 0.11 0.05 -0.03
Cl 0.515 1.499 -5.150 -0.01 -0.01 0.01
N 0.218 0.917 -2.585 -0.04 0.05 0.09
N -0.707 0.759 -1.623 0.08 -0.25 0.12
C -1.898 0.895 -2.169 0.04 0.09 0.06
C -3.078 0.652 -1.248 -0.05 -0.03 -0.09
O -4.214 0.824 -1.725 -0.02 0.07 -0.03
O -2.783 0.277 -0.089 -0.05 -0.06 -0.01
C 1.595 0.711 -2.249 -0.10 0.03 -0.06
C 2.120 1.424 -1.184 0.04 0.04 0.01
C 3.404 1.131 -0.752 -0.03 0.01 -0.01
C 4.148 0.155 -1.396 -0.02 0.02 0.00
C 3.611 -0.536 -2.473 0.01 0.00 -0.02
C 2.322 -0.268 -2.904 0.03 -0.07 0.06
H -4.161 1.201 -3.220 0.01 0.00 -0.05
H 1.526 2.184 -0.690 -0.02 -0.03 0.00
H 3.804 1.650 0.108 0.03 -0.01 0.00
H 5.141 -0.087 -1.040 0.00 -0.02 0.00
H 4.182 -1.318 -2.956 0.00 -0.01 0.01
H 1.872 -0.841 -3.703 -0.02 0.01 -0.01
Se 2.943 -4.064 -0.240 0.17 0.05 -0.22
Sb 0.705 -4.103 0.588 -0.26 -0.15 0.15
Se -0.476 -1.981 -0.393 0.07 -0.20 -0.14
Se 0.064 -4.666 2.826 -0.05 0.16 0.10
Se -0.091 -5.581 -1.209 0.15 0.01 0.01

***

Entry 2:
10
Properties=species:S:1:pos:R:3:forces:R:3 method="wB97M-V/def2-TZVPD" gap_ha=0.2974 largest_force_ev_per_a=1.8 relative_energy_ev=1.398 multiplicity=1 homo_ev=-9.185 e_tot_ev=-26892.491 smiles="CSC(=S)C=O"
C -2.395 -0.209 0.090 0.42 0.31 1.52
S -0.815 -1.164 -0.061 -0.31 0.65 0.35
C 0.483 -0.036 0.147 0.75 -0.10 -0.85
S 2.059 -0.497 -0.054 -1.00 0.22 0.33
C 0.333 1.470 0.300 -1.24 0.60 0.62
O -0.410 2.170 -0.368 1.25 -1.04 0.75
H -2.746 -0.031 1.154 0.50 -0.82 -1.11
H -2.214 0.791 -0.270 -0.13 0.09 -0.67
H -3.121 -0.772 -0.491 -0.01 0.20 0.05
H 0.936 1.861 1.176 -0.24 -0.11 -0.97